Density functional theory data (ωB97M-V/def2-TZVPD) for 2 unconnected molecules or ions with the total composition C10H16O.

Its highest occupied orbital energy (spin up / spin down) is -0.51635 / -0.52255 hartree. Its total charge is +1. As for the spin multiplicity: 2. The calculation puts the HOMO-LUMO gap (spin up / spin down) at 10.30 / 6.75 eV.

Each line ends with the Mulliken spin population.
CARTESIAN COORDINATES (ANGSTROEM)
O (0.375417, -3.501313, -0.959202)  0.15
C (-0.140169, -2.350669, -1.298861)  0.25
C (-0.826330, -1.503703, -0.391008)  0.11
C (0.231403, 1.075143, 2.561324)  0.00
C (0.095178, -1.938957, -2.648700)  0.10
C (1.216429, 1.917038, 1.766452)  0.00
C (-1.034856, 1.651386, -2.471563)  0.01
C (0.814642, -0.130396, 3.302086)  0.00
C (-0.169360, -0.656507, -2.992618)  0.03
C (-1.125957, -0.231828, -0.776581)  0.04
C (-0.801714, 0.234493, -2.075311)  0.24
H (1.101073, -0.922653, 2.598714)  0.00
H (-0.074122, 2.042838, -2.822289)  0.03
H (0.043619, -3.858954, -0.112742)  -0.01
H (1.725324, 0.187597, 3.803003)  0.00
H (-0.586327, 0.747511, 1.915158)  0.00
H (0.546964, -2.669277, -3.300622)  0.00
H (-1.255765, 2.231427, -1.577123)  0.00
H (-0.991000, -1.805699, 0.634629)  0.00
H (0.626582, 2.566521, 1.127954)  0.00
H (-1.814236, 1.805974, -3.215458)  0.03
H (-0.236421, 1.660247, 3.350515)  0.00
H (0.145570, -0.538501, 4.054629)  0.00
H (1.804222, 2.563734, 2.418836)  0.00
H (-1.611073, 0.394975, -0.036850)  0.01
H (1.858894, 1.320684, 1.121132)  0.00
H (0.082026, -0.291106, -3.975515)  0.00

Forces on atoms 1 to 3 (eV/Å):
-0.453 -0.474 0.063
0.012 0.064 -0.120
0.240 0.257 0.121

Density functional theory data (ωB97M-V/def2-TZVPD) for 2 unconnected molecules or ions with the total composition C10H16OS.

Its highest occupied orbital energy is -0.31162 hartree. Its total charge is 0. The calculation puts the HOMO-LUMO gap at 9.19 eV.

Each line ends with the Mulliken charge.
CARTESIAN COORDINATES (ANGSTROEM)
S (-0.470413, -2.518166, 2.773975)  -0.14
O (1.229199, 4.151999, -0.499101)  -0.55
C (0.846622, -1.308345, 2.409616)  -0.47
C (2.122364, -1.822245, 1.728741)  -0.84
C (-0.965287, -2.900882, 1.097268)  -0.22
C (-0.979564, 0.807483, -1.663967)  0.51
C (-1.533808, -0.597501, -1.817997)  -1.16
C (0.507357, 3.012404, -0.759195)  0.39
C (-1.466335, 1.639195, -0.681426)  -0.50
C (0.236348, 1.161987, -2.272825)  -0.48
C (0.994509, 2.189752, -1.773162)  -0.43
C (-0.750754, 2.753118, -0.251704)  -0.49
H (0.356242, -0.515589, 1.844687)  0.24
H (1.269207, 4.330571, 0.444632)  0.32
H (0.562084, 0.516292, -3.078355)  0.37
H (-2.598288, -0.495089, -1.604493)  0.42
H (-0.818987, -3.895770, 0.668533)  0.37
H (2.214011, -1.245234, 0.800312)  0.23
H (-1.209344, 3.444650, 0.446836)  0.35
H (3.009363, -1.654891, 2.319456)  0.31
H (-0.614110, -2.132846, 0.419290)  -0.41
H (1.983240, 2.433641, -2.142133)  0.42
H (2.049871, -2.859524, 1.396658)  0.29
H (-0.963974, -1.200696, -1.132166)  0.01
H (-2.053990, -2.814626, 0.960261)  0.38
H (-2.417366, 1.430009, -0.195665)  0.33
H (-1.599119, -0.966754, -2.844114)  0.41
H (1.060925, -0.942949, 3.406027)  0.33

Forces on atoms 1 to 3 (eV/Å):
0.353 -0.226 -0.131
0.228 -0.137 0.301
-0.346 -0.552 0.412

Density functional theory data (ωB97M-V/def2-TZVPD) for a molecular structure, C10H16OS2.

Its highest occupied orbital energy is -0.30149 hartree. Its total charge is 0. The calculation puts the HOMO-LUMO gap at 9.02 eV.

Each line ends with the Mulliken charge.
CARTESIAN COORDINATES (ANGSTROEM)
S (-0.469057, -0.499587, 2.737939)  0.00
S (0.587652, -2.534147, 0.768762)  -0.11
O (-1.613899, -1.062237, 0.428928)  -0.45
C (-0.546158, 1.969358, -1.592311)  -0.99
C (0.374775, -2.882493, -1.012379)  -0.90
C (0.406855, 0.503886, 0.111618)  -0.47
C (-0.387369, -1.084923, 1.083182)  0.44
C (-1.952807, 0.193891, -0.065512)  -0.76
C (-1.100586, -1.970655, 3.544317)  -0.80
C (1.829312, 1.013786, 0.007069)  -0.75
C (-0.645187, 0.853578, -0.592033)  1.20
C (0.735762, 2.744840, -1.372003)  -0.82
C (1.907743, 1.730796, -1.371345)  -0.65
H (-0.616624, -2.555743, -1.416671)  0.23
H (0.113981, -3.927892, -1.190307)  0.41
H (0.810070, 3.562856, -2.014685)  0.44
H (-2.238943, 0.894669, 0.752069)  0.28
H (2.500638, 0.207124, -0.266810)  0.20
H (-1.186904, -1.720716, 4.684791)  0.29
H (-0.481879, -2.948743, 3.366909)  0.21
H (-2.847075, 0.059589, -0.676520)  0.34
H (2.891953, 2.296101, -1.426543)  0.32
H (1.103079, -2.499000, -1.696177)  0.30
H (-2.052138, -2.149985, 3.113542)  0.30
H (-0.479535, 1.590036, -2.614367)  0.28
H (2.200425, 1.529675, 0.836377)  0.42
H (-1.415281, 2.506566, -1.559363)  0.45
H (1.844322, 0.924555, -2.195632)  0.27
H (0.726875, 3.254818, -0.372847)  0.30

Forces on atoms 1 to 3 (eV/Å):
0.915 -0.122 0.406
0.023 -0.582 -0.367
0.261 -1.142 0.186

Density functional theory data (ωB97M-V/def2-TZVPD) for a molecular structure, C10H16P2PdS3Sb.

Its highest occupied orbital energy (spin up / spin down) is 0.03507 / -0.01048 hartree. Its total charge is -2. As for the spin multiplicity: 2. The calculation puts the HOMO-LUMO gap (spin up / spin down) at 4.15 / 5.37 eV.

Each line ends with the Mulliken spin population.
CARTESIAN COORDINATES (ANGSTROEM)
Sb (-2.729938, -2.729996, 1.512501)  0.00
Pd (-0.905768, -0.905713, 1.702180)  0.01
S (-4.205628, -4.205761, 2.473215)  0.00
S (-3.014035, -0.583146, 2.753838)  0.01
S (-0.583109, -3.013937, 2.753822)  0.01
P (0.957249, -1.212463, 0.493703)  0.01
P (-1.212503, 0.957275, 0.493800)  0.01
C (-2.850514, 1.460388, -0.144927)  0.04
C (1.460305, -2.850487, -0.145062)  0.04
C (-0.781685, 2.471681, 1.464642)  0.03
C (1.790888, 0.774269, -2.991112)  0.20
C (2.471610, -0.781490, 1.464437)  0.03
C (1.850040, -0.128947, -1.954223)  -0.11
C (-0.080609, 0.952489, -0.876142)  0.29
C (0.774444, 1.790792, -2.990923)  0.20
C (0.952198, -0.080528, -0.876185)  0.28
C (-0.128461, 1.850233, -1.954444)  -0.11
H (0.721242, 2.495069, -3.814276)  0.03
H (0.160174, 2.297373, 1.983516)  0.00
H (2.477254, -2.824553, -0.540149)  0.00
H (-3.545628, 1.383827, 0.691802)  0.00
H (3.315807, -0.669716, 0.780299)  0.01
H (0.756232, -3.151010, -0.920044)  -0.01
H (2.678666, -1.560788, 2.201406)  0.00
H (-0.906951, 2.609426, -1.972236)  0.01
H (-2.824678, 2.477294, -0.540130)  0.00
H (-0.669897, 3.315919, 0.780559)  0.01
H (2.297280, 0.160453, 1.983152)  0.00
H (2.495397, 0.720273, -3.814177)  0.03
H (-1.561107, 2.678659, 2.201523)  0.00
H (1.383745, -3.545579, 0.691681)  0.00
H (2.609058, -0.907562, -1.972165)  0.01
H (-3.151072, 0.756272, -0.919867)  -0.01

Forces on atoms 1 to 3 (eV/Å):
-1.246 -1.246 0.034
1.295 1.294 0.003
-0.304 -0.304 0.185

Density functional theory data (ωB97M-V/def2-TZVPD) for a molecular structure, C10H17AuN4O4.

Its highest occupied orbital energy is -0.61476 hartree. Its total charge is +2. The calculation puts the HOMO-LUMO gap at 7.59 eV.

Each line ends with the Mulliken charge.
CARTESIAN COORDINATES (ANGSTROEM)
Au (0.025969, -0.516243, 0.418415)  1.14
O (-2.013532, -5.576433, -1.686479)  -0.46
O (-2.423404, -3.647280, 0.378812)  -0.63
O (-0.590685, -5.550045, -3.404524)  -0.51
O (-1.467407, -1.702655, 0.898946)  -0.68
N (-0.632458, 0.618637, 1.993752)  -0.57
N (1.928674, 0.339019, 0.338020)  -0.62
N (0.273676, -1.837120, -1.097899)  -0.30
N (0.510344, -3.187266, -2.759406)  -0.01
C (-1.586308, -2.824192, 0.159756)  0.66
C (1.896213, -1.124413, -2.928787)  -1.39
C (-0.451516, -3.753107, -1.967525)  0.17
C (-0.609349, -2.895195, -0.932198)  0.60
C (0.921946, -2.019200, -2.254329)  0.50
C (2.718016, -0.237039, 1.507284)  -0.59
C (1.428302, 1.327507, 3.133324)  -0.66
C (0.185007, 0.437758, 3.245997)  -0.58
C (2.736504, 0.634005, 2.760128)  -0.70
C (-1.047658, -5.064026, -2.411467)  0.52
H (3.740029, -0.391678, 1.161750)  0.46
H (-0.624539, 1.612883, 1.768843)  0.37
H (1.221759, 2.116590, 2.399196)  0.35
H (0.415442, -0.623511, 3.337190)  0.38
H (2.004928, 1.355618, 0.309899)  0.34
H (0.804508, -3.628704, -3.627956)  0.28
H (2.053629, -0.208540, -2.367103)  0.34
H (1.577353, 1.867526, 4.066914)  0.37
H (2.301665, -1.225369, 1.706629)  0.31
H (-0.433954, 0.712918, 4.098095)  0.42
H (3.061224, -0.021007, 3.570734)  0.36
H (1.510025, -0.829952, -3.905725)  0.38
H (2.367987, 0.006810, -0.515781)  0.14
H (3.507806, 1.399538, 2.664007)  0.39
H (2.850327, -1.628387, -3.084891)  0.41
H (-2.268028, -5.032727, -0.914373)  0.40
H (-1.611253, 0.348723, 2.119537)  0.42

Forces on atoms 1 to 3 (eV/Å):
0.123 -0.508 0.051
0.029 -0.027 -0.036
0.009 -0.024 0.048

Density functional theory data (ωB97M-V/def2-TZVPD) for a molecular structure, C10H17BF2GeIrNO.

Its highest occupied orbital energy (spin up / spin down) is -0.45304 / -0.44481 hartree. Its total charge is +1. As for the spin multiplicity: 2. The calculation puts the HOMO-LUMO gap (spin up / spin down) at 7.89 / 7.83 eV.

Each line ends with the Mulliken spin population.
CARTESIAN COORDINATES (ANGSTROEM)
Ir (-0.161384, -0.188697, -1.635540)  1.05
Ge (0.638420, -2.293055, 0.848142)  0.01
F (1.996085, -1.108601, -3.648143)  0.00
F (0.286940, 0.090906, -4.525069)  0.00
O (-2.302069, 0.843739, -1.809137)  0.04
N (-0.186434, 1.630656, -0.453696)  0.07
C (0.394212, -0.820877, 2.105383)  0.00
C (-0.232259, -3.888532, 1.537051)  0.00
C (-0.150532, 4.208676, 0.522019)  0.00
C (0.978708, 2.238787, -0.186230)  0.01
C (2.529488, -2.637701, 0.574728)  -0.01
C (-0.266279, -1.807599, -0.870001)  -0.16
C (-1.355367, 3.581894, 0.241925)  0.00
C (1.036259, 3.528087, 0.301067)  0.00
C (-1.336968, 2.290688, -0.245951)  -0.02
C (-2.577526, 1.526922, -0.578194)  0.01
B (0.844889, -0.493676, -3.474987)  -0.03
H (-0.173657, -4.713806, 0.828297)  0.00
H (-1.277739, -3.716640, 1.789061)  0.00
H (-0.908948, -2.549437, -1.368014)  0.02
H (-0.659448, -0.674726, 2.346100)  0.00
H (0.801039, 0.113273, 1.720843)  0.00
H (1.871562, 1.655639, -0.369742)  0.00
H (1.995420, 3.986058, 0.493668)  0.00
H (-2.298422, 4.089277, 0.391283)  0.00
H (-0.139225, 5.222091, 0.900325)  0.00
H (0.303491, -4.176326, 2.442703)  0.00
H (2.685202, -3.371729, -0.214796)  0.00
H (3.073707, -1.730418, 0.315618)  0.00
H (0.921669, -1.066059, 3.027782)  0.00
H (2.933459, -3.039402, 1.504740)  0.00
H (-2.786014, 0.799293, 0.211811)  0.00
H (-3.431085, 2.195062, -0.681273)  0.00
H (-3.047194, 0.276232, -2.041771)  -0.01

Forces on atoms 1 to 3 (eV/Å):
-0.253 0.957 0.334
0.182 -0.005 0.267
-0.016 0.009 -0.062

Density functional theory data (ωB97M-V/def2-TZVPD) for a molecular structure, C10H17CuN.

Its highest occupied orbital energy (spin up / spin down) is -0.28461 / -0.28134 hartree. Its total charge is 0. As for the spin multiplicity: 2. The calculation puts the HOMO-LUMO gap (spin up / spin down) at 8.52 / 7.35 eV.

Each line ends with the Mulliken spin population.
CARTESIAN COORDINATES (ANGSTROEM)
Cu (1.020202, 0.742484, -0.774238)  0.67
N (-1.187243, 1.040850, -0.241658)  0.04
C (1.624664, -1.886909, 0.434433)  0.00
C (-1.928322, 0.272575, -1.282625)  -0.01
C (-0.353593, -0.822280, 1.226587)  -0.17
C (0.271500, -2.919746, 2.183653)  0.00
C (1.396260, -2.940895, 1.329093)  0.00
C (1.914884, 1.300629, -2.329526)  0.16
C (-0.612476, -1.844720, 2.165665)  0.00
C (0.776489, -0.807125, 0.407454)  0.15
C (-1.226983, 0.392681, 1.192904)  0.01
C (-1.568444, 2.473182, -0.285129)  -0.01
H (-1.485042, -1.773985, 2.835652)  0.00
H (2.093978, -3.780083, 1.342615)  0.00
H (2.428239, 0.823210, 0.033681)  0.05
H (-1.266477, 2.864511, -1.276902)  0.00
H (2.725839, 1.242641, -0.570231)  0.08
H (-2.658646, 2.600929, -0.164464)  0.00
H (0.064334, -3.761946, 2.855005)  0.00
H (2.521231, -1.957314, -0.178346)  0.01
H (1.285888, 2.140759, -2.641232)  0.00
H (1.717797, 0.370058, -2.895787)  0.03
H (-1.500073, -0.735055, -1.417513)  0.01
H (-1.797243, 0.811046, -2.240763)  0.00
H (-2.284247, 0.190397, 1.450151)  0.00
H (2.931651, 1.608245, -2.523586)  -0.01
H (-1.055163, 2.974700, 0.545329)  0.00
H (-0.835480, 1.182275, 1.862425)  0.00
H (-3.013527, 0.198884, -1.042649)  0.00

Forces on atoms 1 to 3 (eV/Å):
-0.406 -1.246 1.120
0.357 -0.467 0.508
0.354 -1.240 0.988

Density functional theory data (ωB97M-V/def2-TZVPD) for 2 unconnected molecules or ions with the total composition C10H17N2.

Its highest occupied orbital energy is -0.46826 hartree. Its total charge is +1. The calculation puts the HOMO-LUMO gap at 7.79 eV.

Each line ends with the Mulliken charge.
CARTESIAN COORDINATES (ANGSTROEM)
N (-5.650987, -0.718987, 3.732101)  -0.54
N (-3.126089, 0.286251, 2.296102)  -0.17
C (2.612011, -0.054501, -2.104059)  -0.02
C (0.115901, -0.039283, -1.494107)  -0.86
C (2.466668, -0.901112, -0.813392)  -0.75
C (-2.022435, -0.344222, 1.877333)  -0.28
C (5.150556, 0.251083, -2.229396)  -0.90
C (3.728168, 1.019500, -2.336639)  -0.79
C (-0.642049, -0.112272, -0.301444)  0.30
C (-6.672188, -0.034388, 3.405523)  -0.19
C (-1.179247, -0.154284, 0.794817)  0.31
C (1.521654, 0.231527, -1.110319)  -0.14
H (2.180276, -1.968149, -0.733749)  0.27
H (5.141722, -0.618515, -3.058052)  0.25
H (2.418153, -0.514617, -3.078681)  0.36
H (-7.536605, 0.225775, 3.898487)  0.29
H (1.782501, 1.180703, -0.696827)  0.45
H (-0.081355, -0.929216, -2.030501)  0.37
H (3.706186, 1.776030, -1.572712)  0.33
H (-6.861679, 0.431335, 2.401959)  0.20
H (6.056342, 0.989584, -2.407748)  0.31
H (-5.717459, -1.261061, 4.646813)  0.21
H (-3.804029, -0.027925, 3.020218)  0.27
H (5.079427, -0.222185, -1.224237)  0.27
H (-3.377713, 1.115473, 1.825798)  0.25
H (-1.707187, -1.240317, 2.574542)  0.28
H (3.607040, 1.455222, -3.327447)  0.35
H (-0.256066, 0.865154, -2.050767)  0.30
H (3.068484, -0.686604, 0.096382)  0.26

Forces on atoms 1 to 3 (eV/Å):
-0.364 -0.443 0.525
2.286 -1.239 -0.830
1.039 0.092 -0.161

Summary of max |F| in eV Å⁻¹
1.16 2.26 4.71 1.83 0.53 1.22 2.49 3.95
(order as listed above)